DFT (the ωB97M-V functional and the def2-TZVPD basis) results for C49H75Ge2N5Ti as an isolated structure.

Results
HOMO level (spin up / spin down) = -6.831 / -6.830 eV

CARTESIAN COORDINATES (ANGSTROEM)
H 0.838 -3.001 1.860
H 1.681 -1.963 -0.502
C -0.862 -0.307 3.108
H 0.384 -4.657 2.333
Ge -1.348 -2.018 -0.042
C 1.192 0.247 -5.098
C 3.997 2.722 -0.602
N -1.271 5.139 0.256
H -1.056 -7.322 -1.434
H 1.436 0.921 3.449
C -0.572 -1.837 -2.818
C -0.411 -1.058 4.231
C 2.656 -2.297 -0.909
H 2.119 -2.294 -3.008
H 3.283 -3.548 -2.573
H -5.134 -1.658 -1.332
H -3.613 -3.195 -0.172
H 2.041 -3.424 4.454
C 4.704 3.243 0.656
C -2.254 -0.042 3.007
H -3.311 0.458 -4.966
C -1.008 -2.711 -1.909
C -3.131 2.246 2.909
C 5.375 0.935 -1.496
C 1.022 -1.513 4.449
H -2.539 3.752 -2.591
H -3.650 2.050 3.844
H -2.791 -3.364 -3.798
H -2.425 6.761 -0.293
C -1.207 5.556 1.637
H 4.986 -2.327 -2.143
C 1.078 -3.018 4.757
H 0.353 0.765 -5.555
C 0.256 3.622 2.052
C -4.060 -1.473 -1.337
H 2.042 3.014 0.278
C -2.899 -5.485 -3.587
H -3.659 -5.595 -4.347
H 4.507 3.188 -1.455
C -1.833 0.892 -3.442
C -3.390 -2.127 -0.140
C -2.419 1.230 0.707
H 0.272 5.451 3.217
H 2.694 -1.157 5.764
H -2.683 0.415 0.033
H -0.183 -5.095 -0.906
C -0.728 3.921 -0.074
C -0.961 -5.198 -1.646
H -0.958 -2.040 6.041
H -2.452 6.146 -2.721
C 2.264 0.692 1.495
H -1.762 -0.354 -5.198
C 4.183 1.230 -0.838
H -3.223 5.198 -0.539
Ge -0.248 0.076 -2.412
H 5.713 2.843 0.722
H 1.794 0.309 5.379
H -3.908 -0.394 -1.361
H 4.771 4.327 0.608
C -1.558 4.210 -2.414
H 0.294 -3.548 4.224
H 1.586 -3.722 -2.134
H -1.467 1.775 -3.969
H -4.183 -0.399 3.848
C -2.484 -0.036 -4.452
H -1.642 -3.214 2.207
C 3.315 -3.264 0.080
N -0.066 3.144 0.722
C -2.673 -1.283 5.048
H 1.046 -0.822 -5.228
C 3.280 0.173 -0.572
H 2.097 0.532 -5.634
Ti 0.121 0.109 0.113
H -3.700 2.984 2.345
N 2.125 0.277 0.227
H -3.653 -1.888 -2.254
H -2.873 -0.920 -3.956
H 1.133 -0.855 6.520
H -0.462 -2.175 -3.848
C -1.743 5.673 -2.043
H 2.759 -4.195 0.133
C -2.425 -6.604 -2.923
H 1.602 -1.344 3.535
H -0.515 2.581 -1.558
C -2.971 0.948 2.100
H -2.162 2.671 3.158
H -1.323 1.368 0.710
H 4.166 2.982 1.565
C 1.241 0.591 2.429
H 0.962 -3.215 5.821
H 0.929 5.602 1.573
C -2.413 -4.230 -3.275
C 2.400 -3.009 -2.239
C -1.161 -3.545 1.283
H 1.276 3.297 2.290
C -1.448 -4.060 -2.283
H -3.984 0.554 1.950
N -0.867 3.513 -1.360
H -1.706 -4.427 0.942
H 6.623 -0.530 -2.447
C -2.261 5.730 -0.612
C 0.150 5.138 2.181
C -1.319 -1.498 5.182
C 5.687 -0.330 -1.945
C 3.569 -1.107 -1.103
H 4.330 -3.493 -0.239
H -3.813 -1.743 0.791
H 1.429 1.685 -3.543
C 1.301 0.601 -3.626
H 3.240 1.043 1.831
H -1.328 6.643 1.678
H -2.008 5.094 2.235
H -3.370 -1.648 5.785
H 6.075 1.740 -1.678
H -0.404 3.139 2.784
H -0.788 6.197 -2.101
N 0.029 0.101 2.116
C 2.555 3.202 -0.656
C 1.698 -0.752 5.596
H -2.877 2.145 0.323
H -0.979 4.118 -3.338
H -2.594 1.235 -2.735
H 2.005 2.708 -1.458
H -2.819 -7.584 -3.153
C 4.760 -1.337 -1.774
H 3.353 -2.820 1.072
H 2.536 4.275 -0.843
C 0.287 -3.895 1.560
C -3.120 -0.575 3.956
H 2.209 0.154 -3.216
H 0.745 -4.286 0.657
C -1.442 -6.456 -1.958

=====

DFT (the ωB97M-V functional and the def2-TZVPD basis) results for C49H92F24N9O18S8 as an isolated structure.

Results
ΔE to the lowest compared entry with this formula, charge and spin = 0.0 kcal per mole
total charge = +1
HOMO level = -11.705 eV

CARTESIAN COORDINATES (ANGSTROEM)
C 17.283 12.092 12.077
H 18.319 13.698 19.119
H 24.059 14.760 16.780
H 15.419 22.755 9.475
H 21.749 19.559 8.520
H 17.071 15.954 14.094
H 15.894 14.899 14.956
C 25.810 15.575 11.821
H 26.595 13.569 17.865
H 18.796 20.536 7.414
F 13.540 16.706 15.190
O 15.766 16.330 9.888
H 10.604 15.288 15.318
C 21.782 11.970 9.662
H 23.517 15.413 13.109
C 25.189 14.569 16.644
C 10.981 13.337 11.779
H 18.767 17.105 9.784
C 25.699 14.046 15.299
H 23.441 13.966 14.198
H 17.380 21.134 8.967
C 10.932 14.097 13.095
S 22.651 12.893 11.043
C 16.648 15.112 18.347
F 10.879 19.503 10.873
S 20.618 17.500 15.879
C 20.001 19.806 9.648
H 14.302 22.333 10.802
O 19.341 16.142 19.498
H 8.468 12.627 13.299
C 23.864 14.998 14.057
H 25.048 12.640 17.623
H 17.662 11.902 11.095
H 11.466 13.503 13.834
C 15.306 10.349 12.129
C 20.667 15.722 16.403
H 15.360 14.984 20.560
H 15.749 9.753 12.951
H 14.960 17.419 21.502
O 10.319 12.019 11.718
C 8.807 13.223 14.171
H 15.865 22.822 11.179
C 17.710 19.254 14.315
H 16.874 18.633 9.124
H 10.573 14.064 11.085
C 17.512 13.804 13.926
H 15.152 20.200 9.657
F 11.893 11.734 17.527
N 13.655 16.875 10.684
H 26.564 15.442 11.027
O 11.125 15.908 17.840
H 15.290 15.879 12.337
C 15.333 22.286 10.436
C 16.159 15.688 20.761
H 18.915 14.278 20.614
N 22.102 12.284 12.380
H 16.315 17.939 18.121
O 14.608 17.985 8.538
F 21.866 9.829 15.167
H 16.444 19.161 20.491
C 15.787 20.733 10.378
F 20.451 12.278 9.664
C 12.752 17.108 16.137
H 17.222 18.147 21.654
H 15.746 20.194 11.297
N 18.217 16.419 19.607
H 17.873 11.467 12.809
H 26.979 16.070 14.582
C 13.831 10.350 12.410
F 22.300 12.147 8.441
H 11.980 13.173 11.507
C 18.838 19.453 7.514
H 13.404 9.381 12.485
O 13.553 15.836 18.436
C 13.869 15.472 8.231
C 26.122 16.795 12.754
F 21.078 15.026 15.297
H 23.886 14.077 19.125
H 25.304 13.046 15.133
H 16.115 14.108 10.794
F 12.572 15.596 8.016
F 13.096 19.656 11.242
H 8.885 15.483 15.392
C 17.325 18.284 18.265
H 17.971 17.898 17.475
H 17.738 18.597 10.581
O 20.086 18.279 16.927
C 13.190 11.957 17.345
C 15.668 17.115 20.661
H 19.734 19.169 6.987
H 7.993 13.688 14.658
F 14.501 15.561 7.060
O 22.981 9.898 12.547
H 18.985 13.927 10.857
H 25.275 13.500 12.633
H 15.432 9.806 11.209
H 10.256 11.697 10.842
H 18.507 14.157 14.193
O 21.998 17.658 15.502
F 20.392 10.719 13.884
F 14.077 14.213 8.629
H 19.131 16.980 8.014
H 15.376 12.201 13.044
H 19.846 20.865 9.318
C 21.291 19.149 9.413
O 14.995 13.564 16.526
H 17.209 15.264 11.424
C 19.162 18.675 19.975
N 17.553 13.491 12.393
C 17.638 19.158 9.703
H 9.350 15.904 12.264
H 15.264 12.300 11.259
C 16.574 14.451 11.697
S 14.550 16.832 9.397
H 17.418 19.378 18.178
C 25.006 14.085 19.153
H 7.936 15.436 13.089
F 16.800 18.442 14.832
H 13.433 10.864 11.511
F 19.485 15.172 16.876
C 9.752 15.476 14.734
F 12.315 19.228 9.313
H 19.563 12.931 12.190
H 21.922 19.239 10.245
O 20.115 19.541 13.432
N 9.593 14.431 13.693
H 14.730 14.297 12.833
N 12.579 14.426 16.473
F 17.139 19.920 13.270
S 13.634 13.301 16.081
F 13.797 10.784 16.917
H 17.971 19.044 7.095
H 25.145 15.161 19.359
H 13.543 11.024 13.249
O 11.082 16.669 10.144
C 16.771 18.174 20.657
H 9.545 12.580 14.697
H 17.384 13.273 20.472
H 25.533 17.699 12.407
O 22.110 14.214 10.909
F 21.568 15.635 17.386
H 19.885 18.503 19.154
H 17.376 14.974 17.528
H 15.977 15.831 17.913
H 21.037 17.067 10.255
C 21.597 10.926 14.456
H 25.442 13.450 19.955
H 9.897 16.497 14.374
F 11.673 17.577 15.649
C 25.880 14.394 12.818
H 19.255 14.714 12.399
H 18.824 19.712 20.035
F 18.061 20.212 15.191
H 25.748 15.480 16.821
H 24.875 15.667 11.337
S 12.517 15.706 17.425
C 18.970 13.801 11.940
H 16.525 15.432 21.760
F 13.731 12.327 18.522
S 12.150 17.247 10.981
C 15.734 11.802 12.132
O 24.015 11.618 13.905
H 16.176 14.173 18.387
H 26.793 13.996 15.345
C 20.851 17.617 9.345
H 17.870 21.179 10.682
H 27.141 17.098 12.622
F 21.851 10.610 9.918
H 8.661 14.348 11.773
H 25.410 16.993 14.815
C 16.512 14.965 14.027
C 25.505 13.634 17.802
C 19.334 17.534 8.951
C 17.869 17.923 19.598
F 21.432 12.045 15.248
H 19.420 18.266 20.959
C 12.068 19.010 10.633
H 17.230 12.903 14.425
H 21.453 17.081 8.617
S 19.260 18.417 13.609
N 25.320 14.942 14.116
H 19.698 19.576 10.647
O 18.747 17.734 12.420
C 25.956 16.314 14.180
N 19.606 17.344 14.695
H 26.836 14.019 13.033
O 13.380 12.820 14.794
C 17.246 20.639 9.939
H 23.460 15.563 14.927
H 11.478 14.975 12.813
F 13.394 18.102 16.799
S 22.856 11.129 13.207
C 17.234 15.293 19.785
C 18.018 14.014 20.058
O 12.038 17.231 12.425
H 15.105 17.247 19.759
C 8.803 15.034 12.604
O 24.002 12.631 10.863
C 15.591 14.907 12.753
N 18.930 18.947 8.909

=====

DFT (the ωB97M-V functional and the def2-TZVPD basis) results for C4Br3O3S2 as an isolated structure.

Results
ΔE to the lowest compared entry with this formula, charge and spin = 40.0 kcal per mole
total charge = -1
HOMO level = -5.566 eV

CARTESIAN COORDINATES (ANGSTROEM)
O -1.916 2.021 1.143
C 1.779 -0.851 0.247
S -0.391 -2.248 -0.331
C -0.937 -0.564 -0.342
S -0.946 2.129 0.064
O 0.028 3.139 0.252
C -0.181 0.459 -0.086
C 1.295 -2.036 0.056
Br 2.196 -3.690 0.240
O -1.395 2.159 -1.311
Br 3.308 -0.073 0.738
Br -2.840 -0.445 -0.671

=====

DFT (the ωB97M-V functional and the def2-TZVPD basis) results for C4CeCl2O4Pr as an isolated structure.

Results
total charge = +4
multiplicity = 4
HOMO level (spin up / spin down) = -24.018 / -24.046 eV

CARTESIAN COORDINATES (ANGSTROEM)
C -0.419 0.960 -5.444
Cl -0.764 2.899 -2.831
O -1.014 -2.539 5.958
Cl 2.152 -1.590 3.548
C -0.827 -1.661 5.205
Ce -0.025 -0.376 3.571
O -0.667 1.066 -6.564
Pr 0.142 0.576 -3.172
O 0.806 -2.560 -5.147
C 0.600 -1.612 -4.527
C 0.006 1.872 4.499
O 0.011 2.965 4.904